{"formula": "C24H45BrF4N2O10P2", "method": "wB97M-V/def2-TZVPD", "charge": 0, "smiles": "C[C@@H](O)C[C@](F)(C#N)[C@](C#N)(COC(F)(F)F)C[C@@H](C)Br.CCOP(=O)(OCC)OCC.CCOP(=O)(OCC)OCC", "mol_weight_g_mol": 739.5, "e_tot_ha": -5459.6343, "orbital_gap_ev": 10.4, "homo_energy_ev": -10.2, "lumo_energy_ev": 0.25, "species": ["C", "C", "O", "C", "C", "F", "C", "N", "C", "C", "N", "C", "O", "C", "F", "F", "F", "C", "C", "C", "Br", "H", "H", "H", "H", "H", "H", "H", "H", "H", "H", "H", "H", "H", "H", "H", "O", "P", "O", "C", "C", "O", "C", "C", "O", "C", "C", "H", "H", "H", "H", "H", "H", "H", "H", "H", "H", "H", "H", "H", "H", "H", "O", "P", "O", "C", "C", "O", "C", "C", "O", "C", "C", "H", "H", "H", "H", "H", "H", "H", "H", "H", "H", "H", "H", "H", "H", "H"], "xyz": [[-1.370, 8.742, 1.227], [-2.040, 7.548, 1.907], [-2.883, 6.886, 0.960], [-1.039, 6.486, 2.368], [-0.284, 6.877, 3.647], [-0.988, 7.721, 4.458], [0.884, 7.696, 3.178], [1.736, 8.403, 2.824], [0.297, 5.655, 4.451], [1.601, 6.113, 5.017], [2.632, 6.407, 5.464], [0.684, 4.478, 3.510], [1.736, 3.729, 4.121], [1.438, 2.440, 4.350], [1.541, 1.687, 3.259], [0.242, 2.236, 4.904], [2.344, 1.983, 5.211], [-0.545, 5.259, 5.688], [-2.067, 5.190, 5.501], [-2.585, 4.145, 4.492], [-2.772, 4.651, 7.279], [-2.088, 9.292, 0.621], [-0.547, 8.420, 0.589], [-0.923, 9.395, 1.977], [-2.677, 7.883, 2.729], [-3.277, 7.563, 0.410], [-1.537, 5.522, 2.411], [-0.295, 6.440, 1.572], [1.107, 4.929, 2.610], [-0.169, 3.880, 3.209], [-0.225, 4.328, 6.150], [-0.364, 6.031, 6.437], [-2.541, 6.143, 5.301], [-2.961, 4.622, 3.588], [-3.461, 3.676, 4.934], [-1.891, 3.337, 4.284], [3.051, -3.195, 1.457], [1.815, -3.876, 1.941], [0.592, -3.143, 1.130], [0.569, -3.205, -0.289], [0.256, -4.601, -0.797], [1.617, -3.216, 3.420], [2.639, -2.424, 4.026], [2.453, -0.954, 3.707], [0.904, -5.175, 2.438], [1.346, -6.511, 2.153], [2.820, -6.723, 2.435], [1.519, -2.849, -0.699], [-0.210, -2.515, -0.617], [1.098, -5.277, -0.608], [0.073, -4.592, -1.873], [-0.619, -5.012, -0.294], [3.627, -2.774, 3.731], [2.559, -2.575, 5.104], [2.312, -0.790, 2.639], [3.315, -0.374, 4.039], [1.565, -0.569, 4.205], [1.114, -6.762, 1.114], [0.754, -7.176, 2.781], [3.442, -6.117, 1.765], [3.093, -7.768, 2.290], [3.062, -6.432, 3.458], [-0.734, -5.269, -6.049], [-0.939, -4.038, -6.865], [-1.538, -2.934, -5.812], [-0.757, -2.558, -4.686], [0.453, -1.731, -5.082], [-2.292, -4.402, -7.701], [-2.825, -5.726, -7.717], [-3.849, -5.918, -6.616], [-0.554, -2.927, -8.041], [0.781, -2.871, -8.564], [1.355, -4.236, -8.881], [-0.450, -3.446, -4.124], [-1.404, -1.965, -4.038], [1.188, -2.350, -5.608], [0.942, -1.310, -4.203], [0.164, -0.919, -5.750], [-2.028, -6.466, -7.653], [-3.305, -5.862, -8.688], [-3.468, -5.584, -5.651], [-4.136, -6.967, -6.534], [-4.744, -5.329, -6.823], [1.428, -2.334, -7.865], [0.734, -2.273, -9.475], [1.481, -4.833, -7.969], [2.331, -4.143, -9.356], [0.689, -4.790, -9.544]], "forces_ev_per_angstrom": [[0.37, -0.18, 0.57], [-0.32, 0.13, -0.60], [0.24, -0.42, 0.14], [-0.36, 0.48, -0.19], [1.39, -0.22, -1.07], [-0.47, -0.12, 0.48], [1.06, 1.33, -0.40], [-1.36, -1.22, 0.42], [0.71, -0.02, 0.66], [1.32, 0.10, 0.78], [-1.59, -0.35, -0.58], [0.26, 1.14, -0.46], [-1.02, -0.09, -0.14], [1.48, -0.48, 0.69], [-0.54, 0.19, -0.52], [-0.56, 0.08, -0.19], [0.16, 0.01, 0.20], [-0.88, 0.81, 0.10], [-0.13, -1.12, -0.10], [-0.56, 0.18, 0.48], [0.14, 0.31, -0.10], [-0.04, 0.16, 0.13], [-0.12, -0.10, -0.14], [-0.15, 0.21, -0.09], [0.17, 0.04, 0.16], [-0.18, 0.06, -0.16], [-0.08, 0.05, 0.27], [0.00, -0.35, -0.01], [0.09, -0.19, -0.07], [0.01, -0.17, 0.20], [0.32, -0.10, -0.35], [0.02, -0.02, 0.04], [0.19, 0.15, 0.14], [0.31, -0.05, -0.17], [-0.05, -0.08, -0.13], [0.14, 0.10, -0.05], [0.44, -3.06, -0.88], [-3.45, 4.87, 2.88], [0.56, -0.73, 0.19], [-0.08, 0.01, -0.38], [0.14, -0.09, 0.10], [0.11, -0.68, -0.25], [0.13, 0.38, 0.00], [-0.11, -0.09, -0.01], [2.47, -0.48, -1.66], [-0.04, -0.54, -0.04], [0.12, 0.28, -0.02], [0.01, 0.00, 0.07], [-0.01, 0.04, 0.16], [-0.01, 0.01, -0.07], [0.03, 0.00, 0.00], [-0.04, 0.07, -0.02], [-0.04, 0.01, -0.16], [-0.15, -0.12, -0.04], [0.15, -0.12, -0.04], [-0.01, -0.01, 0.03], [0.00, -0.07, 0.07], [-0.01, 0.03, 0.01], [-0.11, 0.19, 0.04], [-0.04, -0.09, 0.02], [-0.02, -0.01, -0.01], [-0.03, -0.07, 0.02], [2.96, 0.71, -1.03], [-6.53, 1.05, 0.35], [0.66, -0.35, -0.55], [0.19, 0.19, 0.30], [0.08, -0.13, -0.13], [0.69, 0.15, -0.18], [-0.25, -0.22, 0.21], [-0.14, 0.12, 0.07], [2.18, -1.75, 1.15], [0.42, 0.20, -0.28], [-0.16, -0.19, 0.18], [-0.03, -0.03, -0.06], [-0.14, -0.06, -0.11], [0.02, 0.03, 0.06], [0.00, -0.03, 0.00], [-0.05, 0.02, 0.05], [0.06, 0.07, 0.14], [0.06, 0.18, -0.04], [0.17, -0.11, -0.02], [0.00, 0.01, -0.02], [0.00, -0.03, -0.03], [-0.04, 0.00, 0.01], [-0.21, 0.03, 0.07], [0.04, 0.06, -0.07], [0.00, 0.02, 0.00], [0.03, 0.05, -0.06]]}

{"formula": "C24H45ClDyO4P2", "method": "wB97M-V/def2-TZVPD", "charge": 1, "multiplicity": 6, "s_squared": 9.189, "mol_weight_g_mol": 657.5, "e_above_lowest_ev": 1.051, "e_tot_ha": -3269.8018, "orbital_gap_ev": [5.2, 5.4], "homo_energy_ev": [-10.0, -10.1], "lumo_energy_ev": [-4.83, -4.67], "species": ["Dy", "C", "C", "C", "C", "C", "C", "H", "H", "H", "C", "H", "H", "H", "C", "H", "H", "H", "C", "H", "H", "H", "C", "H", "H", "H", "C", "C", "C", "C", "C", "C", "C", "C", "H", "H", "H", "H", "H", "H", "H", "H", "H", "H", "H", "H", "P", "C", "H", "H", "H", "C", "H", "H", "H", "C", "H", "H", "H", "P", "C", "H", "H", "H", "C", "H", "H", "H", "C", "H", "H", "H", "O", "Cl", "O", "O", "O"], "xyz": [[0.341, -0.045, -0.412], [-3.281, 1.803, 0.108], [-4.111, 0.969, -0.583], [-3.005, -0.416, 0.896], [-2.406, 0.992, 1.067], [-3.943, -0.398, -0.094], [-3.028, 3.240, -0.081], [-2.618, 3.435, -1.079], [-2.306, 3.621, 0.644], [-3.952, 3.821, 0.023], [-2.311, 1.443, 2.509], [-1.832, 2.420, 2.520], [-1.688, 0.726, 3.046], [-3.273, 1.501, 3.000], [-2.596, -1.583, 1.701], [-3.367, -1.822, 2.456], [-1.629, -1.432, 2.207], [-2.499, -2.450, 1.025], [-4.686, -1.576, -0.624], [-5.715, -1.594, -0.239], [-4.198, -2.504, -0.308], [-4.737, -1.560, -1.722], [-5.027, 1.341, -1.694], [-5.885, 1.933, -1.351], [-5.433, 0.438, -2.154], [-4.518, 1.912, -2.479], [2.006, 0.634, -1.870], [0.997, 1.550, -2.018], [0.019, 1.580, -3.192], [-1.229, 0.692, -3.030], [-1.041, -0.620, -2.273], [0.092, -1.399, -2.232], [1.200, -1.322, -3.276], [2.365, -0.428, -2.873], [0.448, 1.363, -4.180], [-1.627, 0.528, -4.046], [-0.386, 2.602, -3.302], [2.767, 0.009, -3.792], [2.801, 0.813, -1.143], [1.093, 2.529, -1.507], [3.179, -1.006, -2.406], [1.585, -2.338, -3.403], [0.167, -2.339, -1.640], [0.807, -1.025, -4.272], [-2.014, 1.250, -2.470], [-2.008, -1.101, -2.030], [3.471, 3.465, 1.294], [2.117, 3.739, 2.509], [2.083, 4.779, 2.882], [2.195, 3.042, 3.359], [1.182, 3.520, 1.962], [4.583, 2.355, 2.272], [5.504, 2.861, 2.629], [4.865, 1.556, 1.562], [4.082, 1.875, 3.133], [4.306, 5.087, 1.365], [4.904, 5.212, 0.438], [4.984, 5.258, 2.225], [3.561, 5.905, 1.355], [1.269, -4.316, 0.708], [0.624, -5.863, 0.066], [1.376, -6.644, -0.073], [0.196, -5.632, -0.923], [-0.199, -6.229, 0.693], [2.935, -4.220, -0.071], [2.784, -3.753, -1.069], [3.401, -5.211, -0.226], [3.623, -3.569, 0.497], [1.636, -4.432, 2.505], [2.345, -5.230, 2.780], [0.674, -4.637, 3.010], [1.996, -3.459, 2.883], [0.480, -1.195, 1.854], [1.680, -0.321, 2.299], [2.576, -1.068, 3.205], [2.336, -0.162, 0.883], [-1.086, 1.103, 0.569]], "forces_ev_per_angstrom": [[-1.74, -0.22, 9.71], [-0.46, -1.25, -0.16], [0.91, 1.47, 0.67], [-0.28, 0.47, -1.21], [-0.95, -0.18, -0.18], [1.12, -0.30, 1.14], [-0.08, 0.59, -0.18], [-0.07, 0.16, -0.02], [-0.08, -0.04, -0.06], [0.15, 0.02, -0.10], [-0.19, 0.02, -0.10], [0.01, 0.04, 0.20], [0.05, 0.10, 0.06], [-0.28, 0.03, 0.08], [0.18, -0.64, 0.27], [0.38, -0.03, -0.20], [-0.52, -0.12, -0.17], [0.02, 0.02, 0.48], [-0.11, -0.16, 0.11], [0.16, -0.04, -0.19], [-0.17, 0.10, -0.10], [-0.05, -0.05, 0.23], [-0.31, -0.03, -0.25], [0.18, -0.02, -0.04], [-0.05, 0.15, -0.08], [-0.08, 0.03, 0.12], [1.41, 3.12, -2.98], [2.44, 1.52, -2.66], [-0.52, 0.33, -0.09], [-0.27, -0.04, 0.67], [-0.82, -2.31, -3.29], [-1.71, -1.42, -3.20], [-0.04, 0.09, -0.17], [0.45, -0.51, 0.60], [0.55, -0.14, 0.53], [-0.11, -0.31, 0.43], [0.42, -0.33, 0.23], [0.15, 0.35, 0.28], [-0.45, 0.20, 0.34], [-0.26, -0.93, 0.57], [-0.31, 0.01, -0.36], [-0.20, 0.06, 0.03], [-0.67, 0.49, 0.01], [-0.05, -0.05, 0.77], [0.39, -0.38, -0.28], [0.63, 0.56, 1.14], [-0.13, -0.11, 0.31], [-0.68, -0.03, 0.03], [0.00, -0.53, -0.13], [-0.09, 0.34, -0.27], [0.15, 0.21, 0.52], [0.55, -0.43, -0.27], [-0.55, -0.26, -0.20], [0.16, 0.20, 0.57], [0.17, 0.32, -0.44], [0.69, 0.86, -0.47], [-0.21, -0.02, 0.55], [-0.44, -0.26, -0.29], [0.24, -0.45, -0.01], [0.11, 1.91, 0.10], [-0.25, -0.74, -0.31], [-0.10, -0.07, 0.18], [0.13, -0.15, 0.32], [0.21, 0.02, -0.13], [0.22, -0.01, -0.51], [0.27, -0.32, 0.43], [-0.11, 0.43, 0.16], [-0.40, -0.30, -0.17], [-0.27, -0.54, 0.23], [-0.18, 0.27, -0.12], [0.40, 0.07, -0.11], [-0.11, -0.45, -0.37], [1.21, 1.19, 0.47], [0.37, -1.99, -0.04], [-1.30, 0.98, -1.63], [-0.38, 0.35, 0.69], [1.54, -0.94, -1.69]]}

{"formula": "C24H45ClLaO4P2", "method": "wB97M-V/def2-TZVPD", "charge": 1, "mol_weight_g_mol": 633.9, "e_above_lowest_ev": 0.000, "e_tot_ha": -2416.3699, "orbital_gap_ev": 4.4, "homo_energy_ev": -9.9, "lumo_energy_ev": -5.49, "species": ["La", "C", "C", "C", "C", "C", "C", "H", "H", "H", "C", "H", "H", "H", "C", "H", "H", "H", "C", "H", "H", "H", "C", "H", "H", "H", "C", "C", "C", "C", "C", "C", "C", "C", "H", "H", "H", "H", "H", "H", "H", "H", "H", "H", "H", "H", "P", "C", "H", "H", "H", "C", "H", "H", "H", "C", "H", "H", "H", "P", "C", "H", "H", "H", "C", "H", "H", "H", "C", "H", "H", "H", "O", "Cl", "O", "O", "O"], "xyz": [[-0.023, 0.717, 0.041], [1.283, -0.168, -2.547], [1.984, 0.943, -2.130], [2.800, -0.796, -0.822], [1.596, -1.339, -1.597], [2.895, 0.556, -1.046], [0.288, -0.277, -3.632], [-0.376, 0.601, -3.672], [-0.339, -1.172, -3.489], [0.772, -0.363, -4.623], [1.858, -2.646, -2.311], [0.975, -2.969, -2.871], [2.122, -3.422, -1.581], [2.690, -2.474, -3.013], [3.610, -1.611, 0.102], [4.681, -1.561, -0.151], [3.315, -2.668, 0.099], [3.518, -1.263, 1.144], [3.801, 1.487, -0.312], [4.722, 1.691, -0.883], [4.092, 1.069, 0.664], [3.320, 2.456, -0.112], [1.816, 2.307, -2.703], [2.363, 2.399, -3.652], [2.181, 3.086, -2.026], [0.757, 2.516, -2.920], [-2.400, 1.596, 0.331], [-1.980, 1.958, -0.941], [-1.750, 3.406, -1.345], [-0.465, 4.095, -0.776], [0.394, 3.293, 0.181], [-0.064, 2.967, 1.441], [-1.426, 3.424, 1.923], [-2.664, 2.610, 1.427], [-2.621, 4.048, -1.099], [-0.779, 5.032, -0.285], [-1.699, 3.440, -2.449], [-3.449, 3.335, 1.131], [-2.845, 0.604, 0.516], [-2.078, 1.254, -1.790], [-3.097, 2.082, 2.295], [-1.426, 3.408, 3.027], [0.630, 2.697, 2.243], [-1.585, 4.482, 1.651], [0.154, 4.424, -1.626], [1.471, 3.338, -0.015], [-2.576, -1.874, -0.762], [-1.966, -3.303, -1.709], [-2.817, -3.871, -2.107], [-1.361, -3.954, -1.051], [-1.335, -2.945, -2.531], [-3.485, -2.727, 0.578], [-4.304, -3.323, 0.158], [-3.882, -1.970, 1.266], [-2.779, -3.375, 1.112], [-3.960, -1.351, -1.866], [-4.472, -0.486, -1.416], [-4.656, -2.194, -1.988], [-3.539, -1.058, -2.841], [0.534, -0.468, 2.842], [1.971, 0.583, 3.372], [1.886, 0.812, 4.445], [2.012, 1.523, 2.803], [2.894, 0.019, 3.171], [-0.823, 0.102, 3.950], [-1.040, 1.168, 3.794], [-0.529, -0.077, 4.993], [-1.724, -0.482, 3.714], [1.012, -2.036, 3.638], [1.135, -1.891, 4.720], [1.959, -2.373, 3.195], [0.261, -2.811, 3.448], [0.453, -5.006, 2.363], [0.440, -4.301, 1.040], [1.772, -4.514, 0.370], [-0.619, -4.986, 0.192], [0.517, -1.425, -0.690]], "forces_ev_per_angstrom": [[3.61, -7.92, -1.18], [0.59, 0.86, 1.11], [-1.35, -1.10, -0.46], [-0.61, 1.39, -0.14], [0.49, -0.25, -0.44], [0.17, -1.08, 0.79], [-0.60, -0.12, -0.36], [0.15, -0.14, -0.16], [0.22, 0.33, -0.07], [-0.16, 0.03, 0.40], [0.40, 0.12, -0.09], [0.13, 0.02, 0.11], [-0.16, 0.13, -0.24], [-0.17, -0.28, 0.08], [0.37, -0.56, 0.59], [-0.31, 0.07, 0.03], [-0.09, 0.26, -0.01], [0.07, -0.03, -0.23], [0.47, 0.25, 0.12], [-0.26, 0.03, 0.24], [-0.02, 0.09, -0.36], [0.24, -0.12, -0.09], [0.15, 0.42, -0.32], [-0.13, 0.11, 0.22], [0.06, -0.07, -0.23], [0.21, -0.01, -0.10], [-2.36, 2.03, -2.16], [-3.41, 0.98, 1.21], [0.07, 0.18, -0.52], [0.12, 0.18, -0.58], [-0.55, 2.45, 2.48], [0.60, 3.15, -0.88], [-0.32, -0.04, 0.40], [-0.07, -0.09, 0.62], [0.29, -0.63, 0.14], [0.18, -0.36, 0.10], [0.05, -0.09, 0.53], [0.36, -0.44, -0.21], [0.79, 0.04, -0.31], [0.38, -0.19, 0.69], [0.24, 0.10, -0.44], [0.04, -0.04, -0.49], [-0.03, -0.41, -0.53], [0.32, -0.38, -0.07], [-0.16, -0.24, 0.37], [-0.22, -0.71, 0.06], [0.08, -0.03, -0.21], [0.27, 0.21, -0.11], [0.13, 0.14, 0.04], [-0.21, 0.32, -0.33], [-0.16, -0.15, 0.06], [0.07, 0.27, 0.07], [0.14, 0.03, 0.19], [-0.11, -0.27, 0.01], [-0.19, 0.06, -0.10], [0.10, 0.21, 0.28], [-0.08, -0.25, -0.28], [0.11, 0.38, -0.09], [-0.25, -0.10, 0.26], [0.34, 0.28, 0.65], [-0.23, 0.03, -0.05], [0.21, -0.07, -0.29], [0.20, -0.25, 0.28], [-0.25, 0.23, 0.13], [0.08, -0.05, -0.17], [0.02, -0.21, 0.13], [-0.21, 0.15, -0.20], [0.18, 0.14, 0.17], [-0.05, -0.23, -0.43], [-0.02, 0.09, -0.28], [-0.29, -0.06, 0.13], [0.22, 0.01, 0.04], [0.07, 0.77, -0.90], [-0.01, -1.52, -0.23], [-0.99, 0.26, 0.58], [1.20, 0.52, 1.04], [-0.17, 1.19, -0.01]]}